{"formula": "H9O4", "method": "ωB97M-V with the def2-TZVPD basis set", "symbols": ["O", "H", "H", "O", "H", "H", "O", "H", "H", "O", "H", "H", "H"], "positions_angstrom": [[-0.629, -1.892, 1.340], [-0.554, -1.790, 2.326], [-0.760, -2.851, 1.301], [0.927, -0.896, -1.852], [1.469, -0.540, -2.625], [1.460, -1.765, -1.794], [-0.043, 2.587, 0.550], [0.038, 3.474, 0.129], [-0.107, 2.703, 1.494], [-0.621, 0.196, -0.251], [0.090, -0.103, -0.971], [-0.560, 1.187, -0.249], [-0.709, -0.310, 0.603]], "forces_ev_per_angstrom": [[0.1687, -0.1663, 2.0999], [-0.0190, 0.1766, -1.2186], [-0.1289, 0.1921, -0.6146], [3.2395, -1.5899, -2.3660], [-1.4013, 0.1472, 1.2642], [-1.6646, 1.5748, 0.7365], [0.0981, 0.7606, -1.2720], [-0.1118, -0.8470, 0.6639], [-0.0323, 0.2904, 0.4257], [0.2318, 0.5322, -1.5248], [-0.5804, -0.9943, 1.2233], [-0.1642, 0.0508, 1.3323], [0.3643, -0.1270, -0.7498]], "total_charge": 1, "mol_weight_g_mol": 73.07, "gap_ev": 13.10, "de_lowest_ev": 0.824, "multiplicity": 1, "lumo_ha": -0.120, "homo_ha": -0.602}

{"formula": "C22H16IrN3S4Sb", "method": "ωB97M-V with the def2-TZVPD basis set", "symbols": ["Ir", "N", "C", "C", "C", "C", "C", "C", "C", "C", "N", "C", "H", "H", "H", "H", "H", "H", "H", "H", "S", "Sb", "S", "S", "S", "C", "C", "C", "C", "C", "C", "N", "C", "C", "C", "C", "C", "C", "C", "H", "H", "H", "H", "H", "H", "H", "H"], "positions_angstrom": [[-0.177, -0.156, -0.066], [-1.141, -0.209, 1.953], [-0.106, -0.292, 2.938], [-0.269, -0.843, 4.175], [0.821, -0.930, 5.070], [2.050, -0.453, 4.719], [2.251, 0.119, 3.439], [3.506, 0.585, 2.986], [3.621, 1.083, 1.722], [2.493, 1.089, 0.881], [1.314, 0.651, 1.261], [1.169, 0.192, 2.546], [-1.918, -0.835, 2.129], [-1.526, 0.737, 1.899], [-1.242, -1.214, 4.472], [0.668, -1.373, 6.045], [2.888, -0.522, 5.400], [4.364, 0.526, 3.645], [4.563, 1.453, 1.342], [2.556, 1.447, -0.139], [-2.562, 2.894, 0.110], [-3.555, 1.437, -1.225], [-3.678, -0.576, 0.031], [-2.007, -1.009, -1.192], [3.894, -1.946, -1.409], [3.601, -2.715, 0.122], [4.463, -3.475, 0.904], [3.991, -3.959, 2.111], [2.679, -3.704, 2.523], [1.821, -2.957, 1.741], [2.290, -2.447, 0.532], [1.566, -1.659, -0.348], [2.267, -1.324, -1.391], [1.735, -0.362, -2.333], [2.309, -0.137, -3.586], [1.788, 0.843, -4.403], [0.712, 1.600, -3.943], [0.144, 1.362, -2.702], [0.616, 0.353, -1.850], [5.475, -3.681, 0.581], [4.644, -4.549, 2.740], [2.331, -4.102, 3.467], [0.800, -2.760, 2.042], [3.152, -0.735, -3.916], [2.210, 1.026, -5.383], [0.311, 2.390, -4.567], [-0.675, 1.986, -2.376]], "forces_ev_per_angstrom": [[-0.5006, 0.6637, 0.0900], [0.3752, 0.0106, 0.0370], [-0.0192, 0.0274, 0.0207], [-0.0191, 0.0298, -0.0007], [0.0134, -0.0011, 0.0039], [-0.0082, -0.0331, -0.0081], [-0.0134, 0.0766, 0.0142], [0.0141, -0.0163, -0.0241], [0.0012, 0.0439, 0.0515], [-0.0979, 0.1585, -0.0584], [0.1400, -0.3493, -0.1802], [0.0008, 0.0010, 0.0114], [-0.0004, -0.0466, -0.0593], [-0.1575, 0.0388, -0.0313], [0.0004, -0.0054, -0.0058], [0.0030, -0.0086, -0.0036], [-0.0033, 0.0163, 0.0051], [-0.0048, 0.0213, 0.0093], [0.0002, -0.0095, -0.0071], [0.0270, -0.0724, -0.0178], [0.3520, 0.2393, 0.4019], [0.1555, -0.2011, -0.7603], [-0.1205, -0.9072, 0.4855], [-0.2181, 0.6695, -0.1287], [-0.0139, -0.0355, -0.0286], [-0.0168, 0.0280, -0.0117], [0.0053, -0.0168, 0.0106], [0.0119, -0.0018, -0.0169], [-0.0169, 0.0066, 0.0062], [-0.0034, 0.0063, -0.0017], [-0.0308, -0.0669, 0.0009], [0.0075, -0.2026, 0.1803], [0.0198, -0.0272, 0.1053], [-0.0374, 0.0450, -0.0220], [0.0320, 0.0303, 0.0425], [0.0066, 0.0102, -0.0083], [-0.0081, 0.0397, -0.0188], [0.0440, -0.0228, 0.0527], [0.1881, -0.1730, -0.1670], [-0.0006, 0.0004, 0.0000], [-0.0004, 0.0013, 0.0003], [-0.0010, -0.0037, -0.0035], [0.0041, -0.0112, -0.0046], [0.0019, 0.0015, 0.0046], [0.0018, 0.0032, 0.0031], [-0.0067, -0.0070, 0.0003], [-0.1066, 0.0500, 0.0311]], "total_charge": 0, "mol_weight_g_mol": 764.64, "gap_ev": [6.39, 6.46], "de_lowest_ev": 1.374, "multiplicity": 2, "s_squared": 0.754, "lumo_ha": [-0.026, -0.027], "homo_ha": [-0.260, -0.264]}

{"formula": "C2H3N3OS", "method": "ωB97M-V with the def2-TZVPD basis set", "symbols": ["C", "C", "H", "H", "H", "N", "N", "N", "O", "S"], "positions_angstrom": [[-1.074, 0.106, 0.891], [0.332, 0.151, 0.428], [-1.939, 0.933, -1.176], [-1.194, -0.792, 1.503], [-1.280, 1.052, 1.389], [1.079, 1.160, 0.066], [2.229, 0.540, -0.382], [2.181, -0.687, -0.311], [0.941, -1.032, 0.164], [-2.318, -0.098, -0.409]], "forces_ev_per_angstrom": [[0.1728, 0.4177, 0.0360], [0.5158, -0.4991, -1.4045], [0.0330, 0.0716, 0.0595], [-0.0914, 0.4324, 0.3011], [0.0051, -0.3615, 0.4304], [-0.5155, -1.3091, 0.5378], [0.5626, 1.2878, -0.0863], [0.1405, -0.5203, -0.3859], [-0.8326, 0.6965, 0.9031], [0.0098, -0.2160, -0.3911]], "total_charge": 0, "mol_weight_g_mol": 117.13, "gap_ev": 10.35, "de_lowest_ev": 1.760, "multiplicity": 1, "smiles": "SCc1nnno1", "lumo_ha": 0.012, "homo_ha": -0.368}

{"formula": "C3H7IN", "method": "ωB97M-V with the def2-TZVPD basis set", "symbols": ["C", "C", "C", "N", "I", "H", "H", "H", "H", "H", "H", "H"], "positions_angstrom": [[0.588, 1.782, -2.181], [0.852, 1.219, -0.979], [-0.066, 1.291, 0.077], [-0.377, -1.936, 2.257], [0.351, 0.657, 1.941], [1.323, 1.777, -2.967], [-0.348, 2.280, -2.380], [1.806, 0.731, -0.810], [-1.023, 1.771, -0.059], [-0.350, -2.434, 1.374], [0.232, -2.393, 2.926], [-1.326, -1.933, 2.614]], "forces_ev_per_angstrom": [[-0.1297, -0.0916, 0.5164], [0.5065, -0.2700, -0.5626], [0.3847, 0.2373, 1.5767], [-0.1062, -0.2169, 0.1183], [-0.2768, 0.8881, -1.6162], [0.1367, -0.0222, -0.1466], [-0.1499, 0.0312, -0.0214], [-0.0693, 0.0649, 0.0057], [-0.2284, -0.1073, 0.0003], [-0.0120, -0.0856, 0.1621], [-0.0871, -0.2239, -0.0308], [0.0315, -0.2039, -0.0019]], "total_charge": 1, "mol_weight_g_mol": 184.00, "gap_ev": [6.75, 6.68], "de_lowest_ev": 2.525, "multiplicity": 1, "lumo_ha": [-0.234, -0.236], "homo_ha": [-0.482, -0.481]}

{"formula": "CH3N3O", "method": "ωB97M-V with the def2-TZVPD basis set", "symbols": ["C", "N", "N", "N", "O", "H", "H", "H"], "positions_angstrom": [[-0.192, 0.607, 2.569], [-0.729, 0.649, 3.578], [-0.042, -0.015, -0.792], [-0.751, 0.209, 0.322], [0.345, 0.781, 1.408], [0.314, 0.797, -1.328], [0.704, -0.672, -0.671], [-1.584, 0.746, 0.506]], "forces_ev_per_angstrom": [[0.7058, 0.9785, -1.4927], [-0.5761, -0.4399, 1.3469], [-1.3073, 2.1319, -0.5519], [2.8096, -2.2611, 0.9847], [-1.2030, -0.3257, -0.1409], [-0.4733, -0.3440, 0.6058], [-0.1494, -0.6633, 0.3959], [0.1938, 0.9235, -1.1477]], "total_charge": 0, "mol_weight_g_mol": 73.06, "gap_ev": 10.68, "de_lowest_ev": 4.160, "multiplicity": 1, "smiles": "N#CONN", "lumo_ha": 0.022, "homo_ha": -0.370}

{"formula": "C4H12", "method": "ωB97M-V with the def2-TZVPD basis set", "symbols": ["C", "C", "H", "H", "H", "H", "H", "H", "C", "C", "H", "H", "H", "H", "H", "H"], "positions_angstrom": [[1.087, 0.237, 1.915], [1.784, 0.994, 0.822], [1.788, -0.392, 2.499], [0.450, 0.981, 2.605], [0.361, -0.476, 1.585], [1.207, 1.692, 0.216], [2.242, 0.454, -0.031], [2.480, 1.690, 1.329], [-2.090, -0.311, -1.120], [-0.758, -0.950, -1.611], [-2.771, -0.092, -1.947], [-2.527, -1.099, -0.378], [-2.003, 0.840, -0.734], [-0.057, -0.982, -0.804], [-0.354, -0.434, -2.342], [-0.955, -1.997, -2.027]], "forces_ev_per_angstrom": [[-1.3654, 0.8035, 1.6226], [0.7650, 1.3498, -0.7676], [-0.2275, 0.7718, 0.0119], [1.7422, -1.6402, -1.2652], [-0.6040, -0.3727, -0.5891], [-0.9693, 0.0416, 0.4576], [0.3339, -0.3859, 1.0937], [0.3023, -0.5764, -0.5754], [0.0685, 0.8999, 1.0700], [-3.1951, -2.8083, 2.5243], [-0.1428, -0.7998, -0.0431], [0.2991, 2.1174, -1.0748], [0.2376, -3.0424, -0.0890], [0.4506, -0.3364, 0.5211], [2.0348, 2.6750, -3.6911], [0.2702, 1.3032, 0.7940]], "total_charge": 0, "mol_weight_g_mol": 60.14, "gap_ev": 12.60, "de_lowest_ev": 1.230, "multiplicity": 1, "smiles": "CC.CC", "lumo_ha": 0.041, "homo_ha": -0.422}